# 1
ORCA calculation (ωB97M-V/def2-TZVPD) on C24H28ClN4O6V as an isolated structure.

## Properties
Kohn-Sham gap (alpha / beta) (eV): 6.52 / 4.69
E_LUMO (alpha / beta) (eV): -6.93 / -8.95
2S+1: 3
Energy above the lowest of the compared OMol25 structures with the same formula, charge and spin (kcal per mole): 54.25
HOMO (alpha / beta) (eV): -13.5 / -13.6
Total charge: +2

Structure (XYZ):
```
64
C24H28ClN4O6V | the OMol25 dataset | ωB97M-V/def2-TZVPD
H -6.781 0.767 -0.653
H 3.040 -3.821 1.131
C 4.495 2.785 3.518
H -4.792 1.912 0.434
H 1.096 -5.285 1.548
C 0.978 3.832 -1.458
H -1.221 -4.434 1.135
H 4.383 3.576 0.784
O -0.812 -0.005 -0.495
H 2.159 -3.877 -0.326
C 2.149 -3.529 0.675
H 1.432 1.786 -2.504
C 2.988 -0.024 1.329
N -0.715 -2.657 0.117
O 2.018 0.112 -0.849
Cl -4.051 -4.918 -2.145
N 1.970 -2.110 0.635
N -0.890 2.513 -0.487
H 1.504 3.744 -0.478
H 5.239 2.254 4.127
H 3.502 3.524 -3.039
V 0.605 -1.358 -0.646
C -1.991 -2.534 -0.270
H -1.284 4.129 -1.799
C 0.957 -4.214 1.341
C -0.388 -4.039 0.565
H 3.301 0.350 3.525
H -4.760 -2.197 -0.770
C 2.788 0.599 0.027
H 1.212 4.853 -1.836
H 4.959 2.434 -1.737
C -2.136 2.430 -0.024
C -6.489 -0.137 -0.194
C -4.261 1.046 0.141
C 3.905 2.342 -1.415
H -2.533 -3.362 -0.765
H -6.985 -0.059 0.756
H 2.762 -1.869 2.556
C -4.239 -1.310 -0.311
H -0.390 -4.732 -0.350
O -5.317 -4.283 -1.611
H -0.594 4.503 -0.290
H -0.458 1.593 -0.590
C -0.494 3.798 -1.084
N 3.066 3.006 -2.284
C 4.047 2.547 0.992
H 1.519 3.217 -3.474
O 0.850 -2.167 -2.027
C 3.420 0.746 2.459
H 0.776 -3.781 2.328
H -2.722 3.342 0.213
C 1.666 2.857 -2.476
O -4.462 -6.106 -3.012
C -2.885 1.153 -0.022
H 3.707 2.921 4.276
O -3.193 -5.534 -1.032
C 4.007 2.018 2.313
C -2.059 -0.062 -0.245
H 4.817 3.782 3.327
C -4.955 -0.111 -0.116
H -6.831 -1.098 -0.716
C 2.560 -1.339 1.588
C -2.800 -1.348 -0.197
C 3.615 1.830 -0.114
```

# 2
ORCA calculation (ωB97M-V/def2-TZVPD) on a 2-piece molecular cluster, C24H28F3N4O3 overall.

## Properties
Kohn-Sham gap (eV): 5.90
E_LUMO (eV): -5.51
2S+1: 1
HOMO (eV): -11.4
Total charge: +1

Structure (XYZ):
```
62
C24H28F3N4O3 | the OMol25 dataset | ωB97M-V/def2-TZVPD
H 6.917 -2.112 2.620
H 2.780 -0.697 0.418
H 2.147 -3.514 2.334
C 4.146 -4.076 2.984
C 0.514 3.164 -1.208
F 5.287 2.533 -5.313
F 5.360 3.440 -3.293
H -0.820 0.315 5.080
H 3.830 -5.041 3.378
O 2.684 -0.584 4.590
H -0.260 2.888 0.738
N 0.901 0.735 3.952
H -1.325 1.552 1.518
H -0.442 3.120 4.007
C 0.205 0.686 5.216
N -3.631 5.713 -0.285
H -1.677 1.290 3.236
C 5.490 -3.683 3.057
H 0.740 0.019 5.898
H 2.914 4.350 -4.004
H 0.107 3.661 2.410
H 0.223 4.310 -3.660
H 6.233 -4.355 3.494
C 0.348 3.010 3.254
C 0.422 1.534 2.837
C 0.546 2.612 0.066
C 2.073 0.067 3.747
H 3.406 2.266 -2.716
C -1.576 4.461 -0.753
C 5.876 -2.431 2.565
C 4.925 -1.570 2.012
C -0.569 4.602 -2.960
H -1.594 5.883 -4.380
C -0.530 4.061 -1.633
C -1.582 5.477 -3.367
H -3.405 6.524 -2.768
H -1.624 4.105 0.276
O -4.510 6.496 -0.720
C -0.976 1.054 2.425
H 1.906 2.183 -3.488
N 2.910 2.246 -3.603
F 5.136 4.735 -5.078
H 1.304 2.934 -1.919
O -3.636 5.262 0.884
N 1.462 1.249 1.831
H 1.306 3.328 3.685
C 1.498 1.738 0.576
C -2.591 5.336 -1.184
H 2.912 3.229 -5.443
C 3.199 -3.225 2.413
H 5.206 -0.586 1.628
H -0.969 -0.030 2.254
C 2.486 0.307 2.295
H 2.335 1.413 -0.049
H 3.482 0.792 2.290
C 2.545 -0.981 1.458
C 3.273 3.394 -4.418
C 4.774 3.534 -4.534
H 0.140 1.685 5.667
C -2.602 5.852 -2.490
H 1.547 -1.451 1.468
C 3.581 -1.956 1.970
```

# 3
ORCA calculation (ωB97M-V/def2-TZVPD) on C24H28InN7O2S5 as an isolated structure.

## Properties
Kohn-Sham gap (eV): 6.16
E_LUMO (eV): -2.30
2S+1: 1
HOMO (eV): -8.5

Structure (XYZ):
```
67
C24H28InN7O2S5 | the OMol25 dataset | ωB97M-V/def2-TZVPD
C 2.240 0.882 0.249
C 0.056 1.859 1.561
H 1.207 -1.941 -0.620
H -1.197 -2.145 -2.016
H -1.466 -4.119 0.463
H 5.837 3.683 0.164
S -3.408 0.527 2.076
N -0.445 6.901 0.204
H 0.746 0.286 -1.191
H 1.408 2.601 3.044
C -4.838 0.245 1.116
N 1.214 3.210 -1.541
C -7.193 -0.366 1.065
C 4.709 2.087 -0.713
H 5.210 -1.007 -1.672
In -2.339 0.708 -0.213
C 2.414 1.545 1.461
C -2.004 3.854 -0.459
C -3.661 -4.298 -1.482
H 6.333 0.371 -1.599
H 5.447 2.401 1.304
H 3.749 2.582 -0.557
H -3.833 -3.910 1.335
C -0.335 -2.804 -1.891
H -3.425 -5.021 -0.703
S -4.871 0.608 -0.580
C 0.945 0.764 -0.241
H -0.849 2.206 2.048
C -5.961 -0.250 1.734
C -0.569 5.817 -0.164
C 5.743 2.608 0.280
C -3.256 -3.044 1.009
H 0.382 -2.628 -2.696
C 5.612 -0.218 -1.031
S -0.741 -1.859 0.720
C -5.935 -0.659 3.080
C 0.318 3.823 -1.151
H -1.537 -3.580 2.163
N -5.892 -1.063 4.154
H -2.850 -5.250 -3.220
N -0.106 1.218 0.416
H 5.552 -1.439 0.744
O 3.110 -1.113 -0.600
H -2.732 -3.483 -3.258
H 0.691 -3.550 -0.138
H -4.658 -4.507 -1.872
C 0.341 -2.601 -0.544
H 3.397 1.641 1.897
H -3.542 -2.188 1.618
N 4.514 0.653 -0.636
C 3.330 0.074 -0.394
C 6.282 -0.863 0.181
N -2.942 4.441 0.329
S -0.918 -4.540 -2.088
H 7.065 -1.537 -0.154
C -1.772 -3.315 1.131
H 6.717 2.159 0.105
C -0.762 4.505 -0.603
H 5.040 2.330 -1.730
H -3.876 4.063 0.327
N -8.209 -0.437 0.537
H -2.822 5.399 0.613
C -2.657 -4.361 -2.619
S -3.768 -2.644 -0.689
H 6.720 -0.117 0.837
C 1.308 2.069 2.111
O -2.270 2.736 -1.008
```

# 4
ORCA calculation (ωB97M-V/def2-TZVPD) on C24H28KN6O9S as an isolated structure.

## Properties
Kohn-Sham gap (eV): 5.58
E_LUMO (eV): 1.50
2S+1: 1
Energy above the lowest of the compared OMol25 structures with the same formula, charge and spin (kcal per mole): 0.51
HOMO (eV): -4.1
Total charge: -1

Structure (XYZ):
```
69
C24H28KN6O9S | the OMol25 dataset | ωB97M-V/def2-TZVPD
C -3.652 -4.181 -0.779
H -3.448 2.487 1.705
H 3.591 5.437 1.787
N 2.334 -2.008 -0.902
C 3.622 4.373 1.971
H -2.918 -6.966 -2.562
O 2.929 -3.188 -0.397
C -5.345 -5.871 -0.444
O -0.117 -4.354 -0.422
C 3.542 1.460 -1.581
C 1.269 1.452 2.666
S -0.790 -3.566 -1.467
N -1.385 1.009 -0.033
O 1.403 0.207 2.623
H -5.037 -7.716 -1.508
C -1.050 2.429 -0.018
H -4.132 0.490 -1.213
H 1.507 4.115 2.261
H 4.177 1.646 -0.711
K 0.268 -1.062 0.650
C -2.971 -5.046 -1.636
C -2.285 3.230 -0.485
O -1.843 -4.658 -2.281
C -3.473 -6.319 -1.895
N -1.833 -2.568 -0.781
C -3.118 -2.819 -0.486
H -2.010 -0.441 -1.409
O -3.863 -1.960 0.011
H 5.912 1.877 2.132
H -4.470 1.163 1.075
C 2.598 0.315 -1.353
C -4.840 -4.609 -0.193
H -1.250 1.018 -2.086
H 4.820 -2.047 -0.123
H -2.219 3.530 -1.531
C 2.476 3.638 2.227
C -2.317 0.706 1.050
C -3.365 1.231 -1.440
C -3.512 1.675 0.981
C 4.538 -1.040 -0.411
C 2.546 2.267 2.442
O 7.124 3.892 1.668
N 1.319 0.402 -1.611
H 3.808 0.561 2.564
O 5.952 5.684 1.485
H -6.267 -6.194 0.022
C 4.839 3.713 1.947
C -1.946 0.642 -1.331
H -0.217 2.582 -0.709
O 0.217 2.107 2.832
C 4.941 2.349 2.165
N -3.472 2.306 -0.384
H -4.326 2.834 -0.530
O 0.877 1.514 -2.133
H -2.494 4.103 0.133
H 2.185 -3.803 -0.450
N 6.062 4.487 1.680
H 5.202 -0.688 -1.203
C -4.654 -6.724 -1.303
H -0.754 2.699 0.995
H 4.669 -0.373 0.443
H 4.199 1.295 -2.443
H -1.788 0.817 2.000
C 3.783 1.631 2.407
H -3.568 1.704 -2.401
H -5.353 -3.918 0.462
H -2.677 -0.316 0.922
C 3.111 -0.986 -0.879
H 2.939 2.344 -1.781
```

# 5
ORCA calculation (ωB97M-V/def2-TZVPD) on a 2-piece molecular cluster, C24H28N2O6 overall.

## Properties
Kohn-Sham gap (eV): 8.26
E_LUMO (eV): 0.14
SMILES string: O=C(O)c1ccc(Cc2coc3cc(O)ccc23)cc1.CNC(=O)[C@@H](NC(C)=O)C(C)C
2S+1: 1
Energy above the lowest of the compared OMol25 structures with the same formula, charge and spin (kcal per mole): 31.34
HOMO (eV): -8.1

Structure (XYZ):
```
60
C24H28N2O6 | the OMol25 dataset | ωB97M-V/def2-TZVPD
H -2.867 -4.216 2.050
N -0.487 4.611 -1.258
O 4.752 -3.380 -2.908
C -1.203 3.360 -1.575
C -0.769 -3.172 0.517
H -5.308 4.079 -1.248
C -2.660 3.474 -1.116
H 0.743 -5.083 -0.754
C -0.893 -3.292 2.021
H 1.365 1.131 -0.761
C 2.480 -1.620 -0.743
C -2.024 -3.814 2.602
H 0.824 -0.962 0.463
C -0.803 -3.117 4.268
H 2.865 -4.774 -1.960
H -0.284 4.850 -4.013
H -1.200 3.195 -2.650
H -5.282 2.330 -0.967
H -5.619 2.964 -2.597
C -0.059 -2.843 3.123
C -1.275 0.838 -1.245
O 4.878 -1.236 -2.213
C 3.067 -2.676 -1.460
H 5.655 -1.322 -2.785
C 0.642 4.863 -3.443
H -0.759 -0.011 -0.805
O 0.900 6.309 -1.587
C 1.271 -1.800 -0.065
H -0.562 2.272 0.181
H 1.334 5.571 -3.897
H -2.284 0.852 -0.835
H -1.261 -4.036 0.060
C 0.911 -2.178 5.673
O -1.991 -3.721 3.969
C -5.040 3.115 -1.685
H -3.320 2.761 -2.888
H 0.738 -2.081 7.585
H -0.658 5.006 -0.343
C -0.337 -2.788 5.540
H 2.955 -0.643 -0.730
C 1.225 -4.111 -0.736
H 1.002 1.750 -2.383
O -2.918 3.884 0.012
C 1.680 -1.920 4.536
C 0.931 1.960 -1.316
C -0.535 2.139 -0.901
H 1.098 3.877 -3.434
C 1.206 -2.254 3.261
N -3.608 3.089 -1.980
H 1.509 2.852 -1.076
C 2.430 -3.932 -1.427
C 0.358 5.306 -2.020
C 0.621 -3.039 -0.064
H 2.654 -1.456 4.655
H -1.340 -2.290 0.213
C 4.302 -2.460 -2.244
H -0.953 -3.013 6.403
H -1.319 0.700 -2.325
H 1.833 -2.058 2.402
O 1.387 -1.840 6.906
```

# 6
ORCA calculation (ωB97M-V/def2-TZVPD) on an isolated molecule of C24H28N2O7.

## Properties
Kohn-Sham gap (eV): 8.10
E_LUMO (eV): -0.12
SMILES string: COc1ccc(OC)c([C@H]2C(C(=O)c3ccc(C)o3)=C(O)C(=O)N2CCN2CCOCC2)c1
2S+1: 1
Energy above the lowest of the compared OMol25 structures with the same formula, charge and spin (kcal per mole): 86.68
HOMO (eV): -8.2

Structure (XYZ):
```
61
C24H28N2O7 | the OMol25 dataset | ωB97M-V/def2-TZVPD
C 2.143 0.705 1.750
H 0.168 0.583 -4.982
H 2.223 -1.098 2.959
C -4.388 -0.158 0.200
C -4.767 0.910 1.160
C 3.555 0.915 -1.703
C 4.020 -0.417 0.709
C -0.627 0.157 0.207
N 2.779 0.314 0.511
O -1.319 1.231 2.190
C -5.014 -0.632 -0.923
H 0.755 -0.113 3.186
H 3.832 -1.293 1.329
O -0.199 1.450 -3.219
O -3.228 -0.804 0.392
H -5.846 0.934 1.294
N 0.793 -1.372 1.539
H -1.814 2.093 3.922
C -1.927 -2.589 -0.738
H -0.694 -0.472 -3.833
H -5.954 -0.303 -1.316
O 4.747 0.192 -1.531
H 0.002 -0.740 -1.607
C -0.776 -2.358 0.138
C 0.098 0.276 -3.940
O 0.579 -4.342 -0.312
H -0.864 3.147 2.847
C -0.446 1.346 -1.886
C -0.323 0.176 -1.144
C -1.665 2.402 2.888
H -2.592 2.845 2.509
H 2.077 1.968 -0.545
C -4.179 -1.635 -1.445
H 3.812 -1.589 -1.082
C 1.471 -0.490 2.450
H 1.053 -0.158 -3.629
O -1.926 -3.470 -1.583
H -4.283 0.729 2.117
H 5.504 -1.386 -0.540
H -1.250 -1.075 1.818
H 1.452 -4.621 0.024
H 2.789 0.268 -2.157
H -0.950 3.415 -1.815
C -1.045 1.328 0.850
H 4.784 0.217 1.195
H 2.853 1.166 2.461
C -3.086 -1.706 -0.610
C 4.540 -0.887 -0.648
C -0.532 -1.134 0.990
C 0.309 -3.165 0.230
C 1.306 -2.547 1.142
C -1.149 2.501 0.110
O 2.364 -3.067 1.459
H -4.445 1.882 0.786
H 3.784 1.739 -2.382
H -1.464 3.421 0.576
H 3.752 2.147 0.058
C -0.858 2.508 -1.240
C 3.019 1.441 -0.373
H 1.383 1.449 1.503
H -4.337 -2.235 -2.317
```

# 7
ORCA calculation (ωB97M-V/def2-TZVPD) on C24H28N3OPdS2 as an isolated structure.

## Properties
Kohn-Sham gap (alpha / beta) (eV): 5.68 / 5.68
E_LUMO (alpha / beta) (eV): -5.16 / -5.16
2S+1: 1
Energy above the lowest of the compared OMol25 structures with the same formula, charge and spin (kcal per mole): 35.38
HOMO (alpha / beta) (eV): -10.8 / -10.8
Total charge: +1

Structure (XYZ):
```
59
C24H28N3OPdS2 | the OMol25 dataset | ωB97M-V/def2-TZVPD
H 2.084 -3.831 -2.494
H -3.327 0.697 4.980
C -1.702 -1.830 6.527
C 4.131 0.836 -1.445
H -0.032 -2.324 2.574
S -1.203 1.911 -0.013
C 1.713 -3.696 -0.395
C 1.430 3.071 1.054
C 2.243 3.704 1.982
H -3.170 3.332 1.313
C -4.130 -0.557 1.268
H -0.078 -3.502 0.350
C -3.529 2.307 1.341
H 0.001 -2.871 5.741
C -0.695 -1.367 4.382
H 1.789 -4.768 -0.200
C 0.366 -1.666 3.342
H 2.569 4.730 1.926
H 0.401 -4.026 -2.048
S -1.676 -1.182 0.311
H 5.488 -0.643 -2.224
C 2.148 -1.018 -1.791
H -4.223 -1.637 1.213
H 0.110 -1.625 -1.708
C 1.863 1.611 2.641
H 1.204 -2.186 3.811
C 1.303 -3.445 -1.834
C 4.465 -0.406 -1.960
H -3.732 2.033 2.380
C -2.606 -0.097 5.138
O 0.783 -3.112 0.528
C -2.519 1.374 0.743
H -3.398 -0.629 7.064
C 3.455 -1.324 -2.160
H -1.592 0.234 3.276
C 2.520 2.774 2.998
C -0.732 -2.091 5.567
H -4.477 2.246 0.800
H 4.868 1.616 -1.312
H -1.713 -2.399 7.449
H -4.258 -0.248 2.310
H 0.903 -1.881 -3.244
H 3.670 -2.283 -2.614
C 1.035 -1.970 -2.162
H 2.008 0.147 4.263
C -1.638 -0.361 4.180
Pd 0.348 0.130 0.775
H 2.679 -3.247 -0.175
H 3.122 2.920 3.882
C -2.643 -0.834 6.315
H -4.928 -0.089 0.688
N 1.835 0.153 -1.211
N 0.841 -0.454 2.667
C 1.608 0.379 3.278
N 1.199 1.793 1.447
H 2.528 2.030 -0.719
H 1.007 3.488 0.154
C 2.816 1.064 -1.098
C -2.789 -0.106 0.801
```

# 8
ORCA calculation (ωB97M-V/def2-TZVPD) on an isolated molecule of C24H28N4O.

## Properties
Kohn-Sham gap (eV): 9.04
E_LUMO (eV): 0.71
SMILES string: Cc1ccc(C)c(-n2cc(CN3CCCN(C=O)CC3)c(-c3ccccc3)n2)c1
2S+1: 1
Energy above the lowest of the compared OMol25 structures with the same formula, charge and spin (kcal per mole): 45.53
HOMO (eV): -8.3

Structure (XYZ):
```
57
C24H28N4O | the OMol25 dataset | ωB97M-V/def2-TZVPD
H 1.573 2.400 -1.685
H 2.615 0.443 -1.848
H -3.551 -2.166 -4.805
H 5.658 -0.800 0.886
H 2.221 -0.645 -0.505
N 3.751 -0.676 1.725
H -4.820 -4.846 -1.178
C -1.480 1.799 3.980
C 1.277 2.145 -0.663
H -1.170 -0.197 -4.581
H -2.858 0.112 -4.961
H -1.713 1.221 4.862
C -2.575 -1.106 -3.236
H 2.448 -1.366 3.128
H -3.213 -4.972 -0.460
H 4.453 -1.975 0.321
C -2.288 -1.128 -1.869
C -1.397 1.176 2.750
C 2.801 0.247 -0.790
H 3.273 0.751 3.150
C -0.898 3.283 1.715
H 4.701 -0.492 -1.500
C -3.782 -3.186 -2.948
H 1.374 0.444 1.533
H 4.792 0.949 -0.490
H -0.708 3.872 0.829
C -1.264 3.164 4.084
H 1.863 2.128 1.818
C -0.395 0.474 -1.667
C -3.319 -2.160 -3.749
H 0.071 0.213 -2.595
H -4.360 -3.987 -3.386
H -4.399 -3.878 0.244
H -1.325 3.651 5.046
C -4.026 -4.284 -0.694
C 3.439 0.689 2.070
C 4.610 -0.927 0.587
C 3.098 -1.701 2.297
H -0.832 4.971 3.022
C -0.987 1.224 0.320
C -0.982 3.904 2.948
C -3.528 -3.186 -1.582
H 1.148 3.073 -0.103
C -0.001 1.363 -0.692
C -2.148 0.009 -4.143
H -1.567 0.114 2.658
H 4.287 1.323 1.810
N -1.533 -0.122 -1.243
N 2.394 1.433 -0.051
C 4.299 -0.018 -0.604
N -1.882 0.314 -0.034
C 2.174 1.186 1.359
C -1.091 1.909 1.606
O 3.199 -2.865 1.985
H -2.558 -2.107 -0.003
C -2.776 -2.147 -1.059
H -2.093 0.955 -3.608
```

The records above yield max |F| values of 0.119, 0.077, 0.027, 0.005, 0.041, 0.030, 0.038, 0.018 hartree/bohr, respectively.